Entry from the OMol25 dataset: a cluster of 13 separate species, C56H126ClNO39P4S2 in total in a non-equilibrium geometry (ωB97M-V/def2-TZVPD).

The geometry in XYZ format:
```
229
Properties=species:S:1:pos:R:3:mulliken_charge:R:1
C -15.39 7.28 25.51 -1.73
C -15.05 5.92 26.15 0.70
C -16.07 4.87 25.75 1.52
N -15.78 3.45 26.25 1.06
C -15.81 3.39 27.82 0.22
C -16.14 2.05 28.39 2.20
C -17.32 1.40 27.74 -0.91
C -17.11 1.22 26.24 1.51
C -16.90 2.60 25.57 -0.93
C -14.51 2.87 25.68 -0.46
H -15.42 7.13 24.43 0.45
H -14.63 8.02 25.73 0.60
H -16.40 7.65 25.71 0.07
H -15.19 6.05 27.23 -0.58
H -14.06 5.63 25.79 0.25
H -15.90 4.57 24.72 -0.65
H -17.11 5.16 25.82 -0.53
H -16.57 4.12 28.12 -0.30
H -14.88 3.65 28.33 -0.36
H -16.29 2.14 29.47 -1.29
H -15.25 1.42 28.27 -0.50
H -18.20 2.04 27.86 0.36
H -17.48 0.40 28.14 -0.01
H -18.06 0.87 25.84 -0.91
H -16.40 0.49 25.87 0.10
H -17.80 3.22 25.64 0.31
H -16.71 2.54 24.50 0.24
H -13.60 3.24 26.16 0.01
H -14.48 3.16 24.62 -0.03
H -14.54 1.78 25.64 0.25
Cl -12.22 4.39 22.05 1.73
O -12.43 2.94 22.01 -0.72
O -12.35 4.87 20.72 -0.71
O -13.21 5.04 22.88 -0.61
O -10.95 4.69 22.62 -0.68
C -11.57 -1.59 28.74 -0.82
C -11.54 -2.41 30.03 -0.43
C -12.23 -1.46 31.09 -0.88
S -13.67 -0.84 30.11 0.76
O -13.86 0.60 30.31 -0.23
O -14.67 -1.85 30.40 -0.64
C -12.99 -1.20 28.45 0.18
H -11.11 -2.10 27.90 0.49
H -10.95 -0.71 28.94 0.12
H -10.61 -2.84 30.38 0.57
H -12.30 -3.20 30.03 -0.08
H -11.53 -0.63 31.22 0.21
H -12.64 -1.82 32.03 0.56
H -13.04 -0.27 27.89 0.10
H -13.48 -1.97 27.85 0.10
C -12.30 3.68 29.40 0.20
C -11.07 3.14 30.07 0.08
C -10.84 3.99 31.36 -0.97
S -12.56 4.18 32.10 1.06
O -12.64 5.51 32.67 -0.65
O -12.87 3.02 32.96 -0.66
C -13.43 3.97 30.46 1.76
H -12.82 3.14 28.61 0.03
H -12.12 4.69 29.01 -0.05
H -10.31 3.26 29.30 0.30
H -11.21 2.06 30.15 -0.16
H -10.67 5.00 31.00 0.41
H -10.05 3.65 32.03 0.52
H -13.90 4.93 30.26 -0.40
H -14.24 3.25 30.54 -1.19
C -10.53 2.86 26.16 -0.26
O -9.36 2.75 26.95 -0.31
C -8.69 1.65 27.24 0.88
O -8.79 0.55 26.69 -0.62
O -7.92 1.88 28.31 -0.30
C -6.89 0.96 28.62 -0.78
H -10.92 3.88 26.09 0.28
H -11.26 2.28 26.72 -0.14
H -10.52 2.46 25.15 0.43
H -5.90 1.42 28.66 0.29
H -6.79 0.08 27.98 0.34
H -7.03 0.51 29.60 0.27
C -19.67 5.02 31.48 -0.25
O -19.00 3.86 31.94 -0.41
C -17.74 3.58 31.60 0.67
O -16.95 4.29 31.02 -0.33
O -17.61 2.34 32.02 -0.37
C -16.44 1.55 31.96 -0.30
H -20.72 4.83 31.26 0.35
H -19.21 5.32 30.53 -0.19
H -19.48 5.97 31.97 0.32
H -16.62 0.73 31.27 0.26
H -16.23 1.23 32.98 0.34
H -15.58 2.02 31.50 -0.19
C -14.83 7.75 31.87 -0.28
O -13.64 8.19 31.22 -0.40
C -13.43 7.82 30.01 0.53
O -14.09 7.09 29.30 -0.10
O -12.15 8.24 29.66 -0.42
C -11.77 8.10 28.25 -0.51
H -14.88 8.16 32.87 0.28
H -14.71 6.67 31.87 0.09
H -15.72 8.00 31.29 0.10
H -12.08 7.15 27.83 0.10
H -10.69 8.19 28.25 0.29
H -12.12 8.92 27.63 0.29
C -14.02 -3.65 24.39 -0.34
O -14.18 -2.70 23.27 -0.40
C -14.92 -1.60 23.55 0.46
O -15.28 -1.23 24.66 -0.40
O -15.35 -1.04 22.38 -0.45
C -16.14 0.17 22.40 0.02
H -13.83 -4.62 23.94 0.25
H -14.88 -3.62 25.06 0.03
H -13.10 -3.39 24.91 0.30
H -15.55 0.93 22.91 0.15
H -16.95 0.03 23.11 -0.05
H -16.35 0.44 21.37 0.33
C -16.08 10.78 24.85 -0.82
O -16.30 9.66 24.02 -0.17
C -17.33 9.56 23.19 0.75
O -18.25 10.35 22.95 -0.63
O -17.18 8.40 22.53 -0.25
C -18.32 7.85 21.81 -0.63
H -15.03 11.02 24.66 0.26
H -16.25 10.50 25.88 0.21
H -16.70 11.59 24.46 0.43
H -18.66 8.55 21.05 0.47
H -19.06 7.58 22.56 0.17
H -17.95 7.05 21.19 0.16
C -16.74 4.94 22.03 -1.31
C -18.17 4.43 22.12 0.39
O -18.24 3.18 21.46 -0.36
P -19.49 2.17 21.65 -0.57
O -19.74 1.77 23.03 0.41
O -20.70 2.91 20.87 -0.34
C -22.07 2.83 21.39 0.39
C -22.31 3.57 22.67 -0.28
O -19.05 1.04 20.58 -0.33
C -19.65 -0.24 20.64 0.22
C -20.64 -0.50 19.51 -1.36
H -15.99 4.26 22.44 0.22
H -16.49 5.12 20.99 0.58
H -16.57 5.91 22.50 -0.17
H -18.68 4.52 23.08 0.20
H -18.81 4.90 21.37 0.66
H -22.69 3.29 20.62 0.45
H -22.35 1.78 21.46 -0.44
H -21.88 4.57 22.60 0.05
H -23.39 3.70 22.75 0.59
H -21.93 2.97 23.49 -0.39
H -18.82 -0.91 20.42 0.34
H -19.95 -0.42 21.67 0.05
H -20.20 -0.25 18.54 0.37
H -21.21 -1.42 19.43 0.40
H -21.45 0.23 19.46 0.21
C -22.36 3.97 27.03 -0.48
C -22.12 5.40 26.90 -0.21
O -20.66 5.61 26.97 0.05
P -19.92 6.63 25.93 -1.06
O -19.65 6.04 24.61 0.67
O -20.77 8.02 25.99 -0.37
C -21.07 8.63 24.70 0.32
C -22.11 7.83 23.99 -0.91
O -18.64 6.89 26.81 0.50
C -18.64 7.69 28.01 -0.76
C -17.44 7.27 28.78 -0.27
H -23.39 3.62 27.13 0.22
H -22.17 3.60 26.01 -0.18
H -21.59 3.55 27.67 0.22
H -22.53 5.83 25.98 -0.07
H -22.65 6.09 27.56 0.33
H -21.31 9.66 25.00 0.40
H -20.12 8.69 24.17 -0.27
H -22.39 8.40 23.10 0.45
H -21.77 6.89 23.54 -0.07
H -22.98 7.59 24.61 0.37
H -18.60 8.75 27.79 0.21
H -19.55 7.48 28.58 0.42
H -17.22 6.20 28.83 -0.44
H -16.52 7.75 28.43 0.30
H -17.61 7.57 29.81 0.57
C -19.75 -0.93 26.37 -1.00
C -20.98 -0.41 25.59 0.38
O -21.84 0.31 26.46 -0.32
P -23.37 0.44 25.88 0.28
O -24.13 -0.83 25.89 -0.84
O -24.04 1.56 26.83 -0.30
C -25.40 1.91 26.83 -0.50
C -25.94 2.65 25.61 -0.85
O -23.15 1.16 24.47 0.87
C -23.88 0.55 23.36 -0.89
C -22.79 -0.01 22.46 -1.60
H -18.86 -0.97 25.75 0.10
H -19.53 -0.35 27.27 0.21
H -20.02 -1.90 26.80 0.59
H -20.45 0.25 24.90 -0.13
H -21.47 -1.18 25.01 0.36
H -25.96 1.02 27.13 0.50
H -25.65 2.52 27.70 0.35
H -25.66 3.69 25.46 0.24
H -25.88 2.01 24.73 0.11
H -27.02 2.79 25.73 0.46
H -24.59 -0.20 23.72 0.79
H -24.60 1.23 22.91 0.43
H -21.95 0.68 22.45 0.11
H -22.35 -0.94 22.82 0.37
H -23.22 -0.10 21.46 0.52
C -15.74 -8.02 25.14 -1.18
C -16.19 -7.14 26.34 -0.07
O -14.92 -6.65 26.90 -0.43
P -14.90 -5.50 28.07 0.99
O -13.74 -4.58 28.14 -0.60
O -16.28 -4.69 27.79 -0.30
C -16.38 -3.38 28.37 0.40
C -17.49 -2.72 27.64 -0.88
O -15.18 -6.41 29.37 -0.43
C -14.59 -6.10 30.66 0.13
C -13.18 -6.69 30.76 -1.03
H -15.44 -9.05 25.34 0.32
H -16.58 -8.13 24.46 0.39
H -14.96 -7.49 24.59 0.26
H -16.80 -6.30 26.00 0.16
H -16.82 -7.55 27.13 0.35
H -16.67 -3.40 29.42 0.39
H -15.50 -2.74 28.29 -0.44
H -17.54 -1.70 28.01 0.13
H -17.36 -2.75 26.56 0.32
H -18.33 -3.34 27.94 0.34
H -14.46 -5.02 30.74 -0.14
H -15.31 -6.46 31.38 0.42
H -12.47 -6.19 31.42 0.34
H -13.33 -7.74 31.01 0.31
H -12.81 -6.52 29.75 0.28
```

Properties
LUMO energy = 0.00616 Eh
Spin multiplicity = 1
Molar mass = 1661.07 g/mol
Orbital gap = 8.32 eV